1 | Computed, not measured: one molecule with the formula C8H10N2O3, with ωB97M-V with the def2-TZVPD basis set.

E_LUMO (alpha / beta) = 0.11 / 0.11 eV
SMILES = O=C=C(N=O)[C@@]1(O)[C@@H]2CCCN[C@@H]21

Positions of all 23 atoms, in Å:
1 O -1.5169 -3.6316 -3.1349
2 O 0.0630 -2.5089 0.1336
3 O 2.6819 -2.9661 -1.5122
4 N 1.7114 -3.4056 -2.1148
5 N -1.4464 -0.2941 -0.2090
6 C 0.2480 -1.8105 -1.0395
7 C 0.5259 -2.8084 -2.0315
8 C 1.4385 0.3561 -0.0500
9 C -0.5743 -0.5958 -1.3469
10 C -0.5746 -3.3023 -2.5608
11 C 0.8936 -0.4783 -1.1706
12 C 0.5002 0.4840 1.1593
13 C -0.9895 0.7437 0.8030
14 H -1.1463 -0.4943 -2.2188
15 H -1.5673 0.4614 1.7377
16 H -2.4782 -0.2133 -0.4909
17 H 1.4327 -0.2939 -2.1599
18 H -1.1106 1.7538 0.3276
19 H 0.6972 1.3181 1.8815
20 H 0.3526 -0.4961 1.6710
21 H 2.5323 0.0276 0.2994
22 H -0.7883 -2.2047 0.5660
23 H 1.4940 1.3784 -0.4998

natural (NBO) atomic charge list, values in e, 6 entries: atom 1 (O): -0.391, atom 2 (O): -0.700, atom 3 (O): -0.343, atom 4 (N): 0.095, atom 5 (N): -0.689, atom 6 (C): 0.194



2 | Computed, not measured: a 2-piece molecular cluster, C8H10N2O3 overall, with ωB97M-V with the def2-TZVPD basis set.

E_LUMO = 0.51 eV

Positions of all 23 atoms, in Å:
1 O 1.9188 -0.5439 -1.3128
2 O 0.2183 1.4588 0.8465
3 O 0.8544 -0.8462 0.7667
4 N 2.0728 2.3646 -0.4390
5 N 1.8757 -0.4063 0.1854
6 C -0.9438 0.7396 0.4153
7 C -3.2917 -0.6035 -0.4155
8 C -1.2425 0.5900 -0.8993
9 C 3.1911 -1.2035 0.5527
10 C 1.2318 1.7378 0.1544
11 C -1.7767 0.1651 1.3759
12 C -2.3822 -0.1183 -1.3198
13 C -3.0069 -0.3780 0.9769
14 H 2.0164 3.3792 -0.6664
15 H 2.7982 -2.2008 0.7694
16 H 3.5807 -0.9245 1.5645
17 H -4.1045 -1.1917 -0.8064
18 H -2.3356 -0.1187 -2.3229
19 H -1.4550 0.2233 2.3968
20 H -3.7544 -0.8351 1.6460
21 H 1.4004 -1.2730 -1.5178
22 H -0.6540 1.1112 -1.6273
23 H 3.7885 -1.1265 -0.3230

natural (NBO) atomic charge list, values in e, 6 entries: atom 1 (O): -0.675, atom 2 (O): -0.440, atom 3 (O): -0.621, atom 4 (N): -0.626, atom 5 (N): 0.178, atom 6 (C): 0.336



Here are the energies relative to the best structure, in hartree: 1 0.0000; 2 0.0791.